(1)
Here is C42H39BrCeF6N4O5PS2 as an isolated structure from the Open Molecules 2025 dataset. Energies are from wB97M-V/def2-TZVPD.

Structure (XYZ):
```
101
Properties=species:S:1:pos:R:3:forces:R:3:lowdin_spin:R:1
C 2.4774 -1.9095 -3.3232 -0.04 0.10 0.09 -0.0105
H 4.6140 -5.2622 -0.3371 0.01 -0.01 0.02 0.0000
C 1.1214 2.7792 0.9365 -0.30 -0.56 0.18 0.0002
H 5.5520 -1.7618 -1.2245 0.02 0.03 0.00 0.0000
C 2.1371 6.3346 1.7492 0.02 0.02 -0.03 0.0000
H 3.6435 5.9173 -1.2568 0.00 0.00 -0.02 0.0000
H 4.2043 -3.6042 1.4747 0.00 0.02 -0.04 0.0000
C 2.9774 -1.4724 0.7482 -0.31 -0.14 0.30 0.0003
O -3.9413 3.2879 0.8479 -0.06 0.14 -0.10 0.0000
C -1.3110 -4.3037 3.9271 0.04 0.03 0.00 0.0000
H -1.1271 4.8478 -5.6869 0.02 0.02 0.02 0.0000
H 5.4554 0.3744 0.9705 -0.06 0.02 0.02 0.0000
C 0.5388 -3.3429 -3.4189 -0.10 0.10 0.06 -0.0102
C -1.9821 -2.6717 -0.0930 -0.07 -0.13 -0.19 0.0040
N -2.6977 1.1552 0.1525 -0.63 -0.26 0.30 0.0012
C -0.4391 -4.8035 4.8812 -0.02 -0.02 0.02 0.0000
H -2.5359 3.8870 -6.1283 -0.03 -0.03 0.01 0.0000
C -0.8407 -3.4542 2.9376 -0.08 0.03 0.02 0.0001
F -2.9933 0.3398 4.5816 0.01 -0.03 0.07 0.0000
H 4.6236 -3.9766 -1.5418 0.01 0.05 -0.04 0.0001
F 0.0237 0.0123 3.4230 0.08 -0.10 0.42 0.0006
C -1.4034 3.9598 -1.7726 -0.03 -0.01 -0.14 0.0003
C 1.7079 4.1309 0.8910 0.22 -0.02 -0.26 0.0001
H -5.4165 1.8154 0.1712 0.02 0.02 0.01 0.0001
C 2.8912 6.6336 0.6270 -0.03 -0.06 0.00 0.0000
H -0.9317 -2.9235 -0.0762 0.02 -0.04 -0.01 0.0009
H 4.4111 -0.4239 -1.1593 0.01 0.03 0.04 0.0000
H -1.2983 -2.4655 -2.7556 -0.02 -0.01 0.02 0.0041
H -0.1029 0.9505 -1.9042 0.10 0.02 0.01 0.0319
C -5.1672 0.7710 0.0825 -0.37 -0.22 -0.02 0.0015
H -0.3550 4.8386 -3.4133 0.02 0.01 -0.01 0.0000
C 4.2268 -4.2697 -0.5694 -0.04 -0.10 -0.06 0.0004
H 1.9951 7.0709 2.5272 0.00 0.00 0.01 0.0000
H -7.2360 0.1884 0.0089 0.00 -0.02 0.00 -0.0001
C 1.5508 5.0822 1.8883 0.02 0.21 0.18 0.0000
H 3.3490 7.6097 0.5407 0.01 0.02 -0.01 0.0000
C -3.8637 0.3512 0.0880 0.67 0.36 -0.14 -0.0007
H -0.5924 4.0953 -1.0734 0.01 -0.02 0.05 0.0000
O 0.2087 -1.5033 1.1484 -0.06 0.08 0.43 0.0025
C -2.3032 4.1861 -4.0099 -0.07 -0.03 0.02 0.0001
O 0.9151 2.1567 2.0228 -0.02 0.59 -0.07 -0.0003
N -2.2707 -1.4021 0.0285 -0.10 0.06 0.23 0.0090
Ce -0.5343 0.6391 1.0968 0.84 -1.36 -0.71 0.0578
C -3.6354 3.1728 -2.2641 0.14 0.07 -0.04 0.0002
C 0.5053 -3.1232 2.8769 0.19 -0.15 -0.07 0.0000
C 2.4546 4.4513 -0.2457 0.01 0.08 0.00 0.0000
C -1.2775 4.3690 -3.0950 0.10 0.04 0.10 0.0002
H -4.5576 2.7078 -1.9468 -0.04 -0.02 0.07 0.0000
C 5.0146 -1.0933 -0.5477 -0.08 -0.09 -0.15 -0.0001
Br 0.5165 4.7872 3.4345 -0.04 0.03 0.07 0.0000
S -2.7578 2.7449 0.2593 0.54 -0.15 0.68 0.0001
C -6.2169 -0.1769 -0.0026 0.12 0.13 0.01 -0.0003
S 2.5145 0.1474 0.5383 -0.17 -0.02 -0.08 -0.0003
H 0.0839 -4.2908 -3.6761 0.01 -0.01 0.00 -0.0036
C 3.0539 5.6893 -0.3798 -0.04 -0.01 0.08 0.0000
H 2.1638 0.0610 -2.5356 0.00 0.01 0.05 0.0036
H 2.5604 3.7012 -1.0168 -0.01 -0.06 -0.01 0.0000
H -5.0519 -4.0794 -0.3108 -0.01 0.01 0.00 0.0001
C -3.5843 -1.0383 0.0066 0.22 -0.01 -0.07 0.0006
C -4.2718 -3.3324 -0.2248 -0.07 -0.02 0.00 0.0024
H -0.8066 -5.4553 5.6634 0.00 0.00 0.01 0.0000
H -6.7747 -2.2327 -0.1628 -0.01 -0.01 0.00 0.0001
C -0.2337 -2.3262 -2.8937 0.07 -0.16 -0.09 0.1063
F -0.8981 1.0533 5.2685 -0.08 -0.10 0.07 0.0000
C -2.1653 4.6404 -5.4336 0.02 0.03 -0.10 0.0000
O 0.7826 2.1992 -0.1414 -0.01 0.29 -0.20 0.0012
C 0.9052 -4.4558 4.8414 0.03 0.02 -0.01 0.0000
H 6.6661 0.2669 -0.3103 0.01 0.01 -0.02 0.0000
C -0.4903 -0.0499 -2.0534 0.11 0.14 -0.29 0.4855
C 5.9878 -0.3126 0.3164 0.09 0.05 0.03 0.0000
F -1.2986 -1.1975 4.8966 -0.01 -0.03 0.06 0.0000
H 3.1419 -4.3337 -0.6512 -0.03 0.00 0.00 0.0004
H -4.3005 3.4409 -4.2711 0.00 0.00 -0.02 0.0000
C 1.3791 -3.6311 3.8364 -0.03 -0.05 0.03 0.0000
H -1.5299 -3.0232 2.2300 0.00 -0.01 -0.01 0.0000
H -2.7401 5.5519 -5.6069 -0.01 0.01 0.01 0.0000
N 4.1189 -1.9342 0.2377 0.29 -0.04 -0.12 -0.0003
C 4.6095 -3.2851 0.5175 0.00 0.09 0.17 0.0000
H 1.5860 -4.8277 5.5954 0.00 -0.02 0.01 0.0000
H 3.5297 -1.7475 -3.5161 0.04 -0.01 0.01 -0.0034
O -1.4792 2.9868 0.9476 -0.33 0.31 -0.26 0.0000
C 1.0467 -2.2604 1.7895 -0.54 0.40 -0.18 0.0001
F -1.6203 1.4984 3.1217 -0.16 0.12 0.37 0.0007
H -2.6417 -4.7138 -0.3346 0.01 -0.02 0.00 -0.0001
H 5.6942 -3.2063 0.6234 0.00 -0.06 -0.06 0.0000
C 1.7169 -0.8937 -2.7786 0.14 -0.09 -0.05 0.1063
C 0.3383 -1.0817 -2.5511 -0.36 0.20 0.09 0.0452
H -2.3631 -4.5531 3.9641 -0.02 -0.01 0.00 0.0000
C -2.9568 -3.6848 -0.2373 0.13 0.14 0.01 -0.0001
N 2.3085 -2.3696 1.5286 0.35 0.13 -0.09 0.0004
H -1.5632 -0.1706 -2.0802 0.00 -0.01 0.10 0.0244
C -3.4852 3.5855 -3.5726 -0.04 -0.01 -0.03 0.0000
H 2.5032 -3.9313 -4.0509 0.01 0.01 -0.01 0.0078
H 2.4258 -3.3657 3.7853 0.00 0.01 0.00 0.0000
H 6.5911 -0.9796 0.9335 0.00 -0.03 0.01 0.0000
C -2.5813 3.3561 -1.3710 -0.14 0.06 -0.21 0.0001
F -1.9989 -0.6517 2.7416 -0.29 -0.18 0.29 0.0000
C -4.6269 -1.9701 -0.1019 -0.23 -0.08 -0.02 0.0001
C -5.9689 -1.5135 -0.0946 0.08 -0.02 -0.01 0.0011
C 1.8972 -3.1367 -3.6343 0.12 -0.11 -0.03 0.1282
P -1.5002 0.1534 4.1323 0.20 0.40 -0.76 0.0000
```
Positions in Å, forces in eV/Å.

Summary:
Multiplicity: 2
HOMO-LUMO gap (alpha / beta) in eV: 5.78 / 6.42



(2)
Here is C42H39Cl3IMgN6O9S3 as an isolated structure from the Open Molecules 2025 dataset. Energies are from wB97M-V/def2-TZVPD.

Structure (XYZ):
```
104
Properties=species:S:1:pos:R:3:forces:R:3:mulliken_charge:R:1
C 1.2969 -1.4950 1.7628 -0.09 0.00 0.02 1.0649
N 0.2763 4.6629 -0.3451 -0.01 0.01 -0.11 0.3353
Mg 0.2946 0.1833 -0.3554 0.17 0.29 0.45 4.1696
H 4.4494 -1.4234 -0.0069 0.04 0.00 -0.04 0.3435
C 0.7473 6.8682 0.8052 0.06 0.10 0.06 -0.0106
H 2.5541 0.3356 3.1479 0.00 0.01 -0.03 0.1207
O 0.9095 1.3964 -2.5817 0.00 0.20 -0.14 -0.6867
H -2.2622 2.6633 -0.5927 -0.03 0.02 -0.02 0.7499
H 2.1076 5.6169 -0.3279 -0.01 -0.01 0.10 0.3766
H -5.3309 0.4555 0.7226 -0.02 -0.02 -0.01 0.4165
H 6.4270 -0.5200 -1.0579 0.00 -0.01 0.00 0.2871
N 2.5646 0.9978 -0.0998 -0.22 0.44 -0.14 -0.8428
C 7.4780 0.1384 0.7306 0.01 0.00 -0.04 -0.6110
H 4.9944 1.4964 2.7339 0.03 0.00 -0.01 0.3792
H 1.8330 4.5144 2.1781 0.03 0.01 0.03 0.4220
S -0.4262 1.0033 -2.9980 0.15 -0.36 0.32 1.3990
C 1.0507 5.8851 -0.3494 -0.13 0.02 0.14 -1.2159
C 2.9484 -0.6254 3.4736 0.03 0.06 0.00 -1.1126
C -2.5798 -1.4143 0.0780 0.16 -0.06 -0.05 -0.1215
H 4.0391 -0.6091 3.4638 0.03 -0.01 0.02 0.1251
C 1.6955 5.6104 6.1832 -0.02 0.00 -0.02 -0.3094
C 2.4349 -1.7358 2.6013 -0.02 0.03 0.09 0.2281
H -1.1359 6.2422 2.7108 -0.02 0.04 0.01 0.3301
H 1.1637 -3.3157 -4.8747 0.01 -0.02 0.01 0.4771
O 1.2434 6.4994 2.0839 0.00 -0.11 -0.15 -0.3581
H 0.0811 -4.8918 -0.1287 0.02 0.01 -0.02 0.2500
N 3.0479 -2.9001 2.6719 0.07 0.05 0.06 -0.5612
C -0.6084 0.0192 -5.4957 -0.01 -0.01 -0.08 -0.5197
H 2.2699 5.9737 7.0175 0.03 0.01 0.05 0.4471
O 0.5248 -6.1551 1.4724 -0.06 -0.01 0.05 -0.5941
N -1.2212 -1.4518 0.4229 0.01 0.26 -0.25 0.3740
C 0.8999 -5.1213 0.5540 -0.01 0.02 -0.06 -0.8147
O -1.1195 0.3528 -1.8539 -0.06 0.02 -0.11 -0.6027
C -1.3373 3.1924 -0.4459 -0.11 -0.02 0.01 -1.0859
C -1.5445 6.8439 1.9142 0.02 0.01 0.00 0.5101
C 0.7076 -2.6535 1.1847 -0.13 -0.14 -0.06 0.2827
Cl -1.3891 3.7426 4.1676 0.07 0.01 0.06 -0.1553
H 6.7318 -0.2207 2.7302 -0.01 -0.01 0.00 0.3026
H 0.0472 -5.7305 2.1920 0.01 -0.03 0.01 0.3782
H -0.7528 -0.5814 -7.5474 -0.01 0.01 0.00 0.3824
N -0.1847 2.5250 -0.1134 0.02 -0.60 0.05 0.2983
O 0.8341 -0.3111 1.5972 0.09 0.16 -0.21 -0.9629
H -3.5095 6.8172 2.7763 -0.01 -0.02 0.02 0.4626
C 0.2314 -2.0540 -6.3359 0.05 -0.06 0.05 -0.6287
H 6.9991 -1.8451 -0.0645 0.00 -0.01 0.01 0.3962
C 0.4596 -1.5196 -3.9810 0.05 -0.12 -0.08 -0.2236
H -1.2305 -3.4954 0.6224 -0.01 0.02 -0.01 0.6120
H 0.4022 -2.7457 -7.1512 0.01 -0.01 0.00 0.3777
C 1.0212 5.1565 2.5328 0.06 0.00 -0.21 0.1636
C 5.1892 -0.9494 0.6370 0.00 -0.15 0.13 -0.6190
O -1.2246 2.0184 -3.6369 -0.07 0.04 -0.10 -0.7708
C 0.7540 3.4261 -0.0850 0.23 0.14 0.07 -0.8730
C -3.4233 7.9689 0.9714 -0.09 -0.01 0.04 0.5324
C -5.2487 -1.1752 -0.6777 -0.02 0.05 0.01 -0.5100
H 5.2272 -1.5423 1.5554 0.00 -0.03 -0.06 0.3474
H 5.6560 2.2258 1.2589 0.01 -0.01 0.02 0.4947
O 2.1549 -3.0456 -2.7371 0.02 -0.07 -0.07 -0.8472
H 3.1323 -4.8599 2.0172 0.02 -0.02 0.00 0.4135
C -2.8868 7.1742 1.9695 0.02 0.06 -0.07 -1.2071
C 0.6589 -2.3782 -5.0581 -0.02 0.00 -0.07 -1.1130
C -1.0760 4.5175 -0.5950 0.03 -0.02 0.05 -0.9624
C 1.3902 -3.8798 1.2533 0.04 0.02 0.02 0.7738
H 1.7979 3.2318 0.0861 0.05 -0.03 0.02 0.5788
C -4.7170 -0.3139 0.2729 -0.13 0.09 0.05 -0.4757
H -3.0471 9.0876 -0.8229 -0.01 0.01 -0.01 0.4423
C 6.8568 0.6170 2.0405 0.00 0.04 0.08 -0.8423
H 0.0944 4.7438 2.1392 -0.01 -0.07 -0.04 0.0779
H -1.1009 0.9688 -5.6455 0.00 0.02 0.01 0.5545
S 0.2574 4.7147 6.4535 0.03 0.01 0.04 -0.2250
C 0.9769 5.1530 4.0222 0.03 0.05 0.13 -0.1589
H -6.2813 -1.0658 -0.9807 -0.03 0.00 0.01 0.3781
H 7.6735 1.0122 0.1036 0.00 0.01 0.00 0.2921
H 1.7017 -5.5381 -0.0565 0.02 0.00 0.03 0.4300
C 0.0044 4.5564 4.7660 -0.07 0.01 -0.14 0.3429
H 7.5098 1.3363 2.5383 0.00 -0.01 -0.01 0.4272
H -1.6999 5.3451 -0.8766 -0.04 0.03 -0.01 0.6076
O 1.2823 -1.1994 -1.4688 -0.01 0.17 0.20 -1.1239
N 4.6950 0.3900 0.9690 0.15 0.16 -0.08 0.2946
C -0.7176 7.2695 0.8771 -0.06 -0.02 0.01 -0.7287
C 3.5733 0.7994 0.4220 -0.06 -0.47 -0.02 0.0917
C 6.5573 -0.8481 -0.0257 -0.03 -0.01 -0.02 -0.7860
C -0.6548 -2.5676 0.6742 0.17 0.08 0.20 -1.0921
C 5.5090 1.2800 1.7920 -0.01 0.01 0.00 -0.6713
I -2.5739 0.8275 2.1017 -0.16 -0.04 0.01 0.1632
Cl -5.1083 8.3942 1.0169 0.04 -0.01 0.00 -0.2317
S 0.9757 -2.2760 -2.4205 -0.24 0.09 0.07 1.5112
H 2.6377 -0.7872 4.5094 -0.02 -0.01 0.00 0.4810
C -1.2962 8.0957 -0.0808 0.06 0.04 -0.10 1.0388
C -0.1801 -0.2957 -4.2119 -0.02 0.04 0.01 -0.0625
C -3.1196 -2.2729 -0.8736 -0.11 -0.03 -0.15 0.1126
H 1.3094 7.7748 0.5554 0.01 -0.08 0.04 0.5038
C 1.9572 5.7665 4.8614 -0.10 -0.06 0.00 -1.0394
H 8.4475 -0.3200 0.9301 0.01 0.01 0.00 0.3519
C -0.4108 -0.8505 -6.5560 -0.03 0.06 0.00 -0.5786
C -4.4490 -2.1533 -1.2471 0.05 -0.02 0.02 -1.0016
H -4.8527 -2.8145 -2.0032 0.00 0.00 -0.01 0.3859
C -3.3912 -0.4316 0.6446 0.05 -0.11 0.04 -0.2977
H 2.8050 6.3099 4.4746 0.05 0.02 -0.02 0.3935
H -2.4624 -2.9801 -1.3635 0.03 0.01 0.02 0.5189
C -2.6357 8.4483 -0.0566 0.02 -0.02 0.02 -0.9883
O -0.1891 -3.0541 -2.0310 0.10 -0.07 -0.05 -0.6986
Cl -0.3326 8.7711 -1.3732 -0.03 -0.01 0.02 -0.2294
H 0.8766 6.4069 -1.2902 -0.01 0.02 0.03 0.6328
C 2.5651 -3.9369 1.9753 -0.07 -0.09 -0.14 -1.0833
```
Positions in Å, forces in eV/Å.

Summary:
HOMO-LUMO gap in eV: 6.61
Charge: -1